No. 1
Molecular formula: C2H14N2O3
Method: DFT, wB97M-V/def2-TZVPD

Summary:
F_max: 1.76 eV Å⁻¹
Structure (SMILES): CNCN.O.O.O
Kohn-Sham gap: 9.56 eV
E: -11422.9518 eV
Spin multiplicity: 1

Geometry as XYZ:
```
21
Properties=species:S:1:pos:R:3:nbo_charge:R:1
O -0.55257 -5.44709 0.79122 -0.9536
O 0.34066 -0.41457 -2.65076 -0.9424
O -0.85741 -2.53483 -0.97164 -0.9588
N 0.07448 3.51406 -0.44906 -0.8774
N 0.95414 1.89454 1.11664 -0.6567
C -0.08941 1.03079 1.66273 -0.4330
C 0.43989 3.27051 0.91912 -0.0562
H -0.35999 -5.31976 1.72640 0.4677
H -0.23174 1.17288 2.75326 0.1725
H 1.80229 1.93349 1.65578 0.3625
H 1.24787 3.93308 1.17163 0.1669
H -0.36062 3.49125 1.62687 0.1639
H 0.15880 0.02024 1.37938 0.2040
H 0.67228 -0.37578 -1.74231 0.4742
H -0.84258 -4.60526 0.42842 0.4854
H -0.28403 -2.85245 -1.68065 0.4783
H -0.90172 3.45569 -0.67153 0.3776
H -1.11060 1.29226 1.42168 0.1976
H 0.83078 3.19982 -1.03549 0.3791
H -1.14846 -1.68498 -1.32086 0.4792
H -0.15847 0.41475 -2.66509 0.4694
```

---

No. 2
Molecular formula: C7H9BN4
Method: DFT, wB97M-V/def2-TZVPD

Summary:
F_max: 3.78 eV Å⁻¹
Expectation value of S²: 2.02
Kohn-Sham gap (alpha / beta): 5.61 / 5.92 eV
E: -14037.1657 eV
Spin multiplicity: 3

Geometry as XYZ:
```
21
Properties=species:S:1:pos:R:3:nbo_charge:R:1
N -3.13250 1.05314 -0.06555 -0.4246
N -0.40768 -1.90573 -0.16413 -0.4443
N -2.66318 -1.26867 -0.54273 -0.4469
N -1.14118 1.61478 0.81128 -0.5597
C 1.85562 0.44142 -1.33931 -0.9570
C 2.51833 -0.60270 1.06989 -0.9894
C -2.48224 2.04308 0.41374 0.1837
C -1.05967 0.28936 0.28876 0.2386
C -2.38213 -0.02103 -0.18365 0.2567
C -1.69590 -2.15418 -0.47704 0.3091
C -0.01653 -0.66850 0.14715 -0.2213
B 1.42311 -0.17007 0.07464 0.8113
H -1.87301 -3.18194 -0.59571 0.1834
H 1.50523 -0.47889 -1.90359 0.2577
H -2.84095 2.97788 0.51892 0.1954
H 2.22857 -0.19975 2.00296 0.2397
H 3.43387 -0.08428 0.93382 0.2222
H 2.90309 0.58118 -1.36655 0.2217
H 2.67159 -1.66539 1.09759 0.2618
H -0.24145 2.07901 0.99606 0.4256
H 1.39701 1.32128 -1.71654 0.2365
```

---

No. 3
Molecular formula: C26H33BF4IrN4OS
Method: DFT, wB97M-V/def2-TZVPD

Summary:
F_max: 0.49 eV Å⁻¹
Expectation value of S²: 0.78
Kohn-Sham gap (alpha / beta): 7.56 / 4.95 eV
Charge: +2
E: -60719.1318 eV
Spin multiplicity: 2

Geometry as XYZ:
```
71
Properties=species:S:1:pos:R:3:lowdin_charge:R:1
Ir 1.24022 -0.26101 -0.58512 1.2841
S 1.47877 -0.96301 1.60090 0.9834
F -0.74222 -0.58792 -0.74056 -0.2580
F -2.10365 -2.46968 -1.28050 0.1980
F -3.11149 -0.43427 -0.96307 0.2374
F -2.24021 -1.57826 0.83635 0.2007
O -1.57769 2.47003 -0.65975 0.0059
N 0.84917 0.30165 -2.55021 -0.0667
N 0.87545 1.60187 0.19404 -0.1986
N 3.23380 0.27915 -0.39629 -0.1925
N 1.45501 -2.09750 -1.63310 -0.0607
C 0.58142 -0.79885 -3.35293 -0.1874
C 2.09020 -4.97861 2.23074 -0.0573
C -5.50248 2.40212 2.42006 -0.0455
C 3.99934 -0.73276 0.39334 -0.1989
C 2.09054 -3.34146 -1.17318 -0.1261
C 0.27562 -3.74215 0.52821 -0.0697
C 2.06909 2.43731 -0.07747 -0.1406
C -4.44363 1.51797 2.23808 -0.0467
C 2.52021 -4.46211 1.01854 -0.0632
C 0.75202 -4.87143 2.59580 -0.0507
C -0.27724 0.93863 -4.42892 0.0397
C -5.64451 3.50370 1.58926 -0.0491
C 1.20774 0.62331 2.48389 -0.3396
C 3.33467 1.65191 0.20566 -0.1303
C 0.98473 -2.06882 -2.83498 -0.0114
C 3.30156 -1.10936 1.70085 -0.3367
C 0.30571 1.33730 -3.15512 -0.0221
C -0.09699 -0.40291 -4.54147 0.0420
C -3.64690 2.86210 0.40264 -0.1544
C 1.61356 -3.82878 0.16945 -0.2644
C -4.72589 3.72989 0.57692 -0.0122
C -2.93735 4.07026 -1.75160 0.0070
C -3.52010 1.74995 1.23823 -0.0221
C -2.64535 3.08433 -0.65697 -0.3414
C -0.15318 -4.25945 1.74263 -0.0485
C 0.40861 1.57187 1.61361 -0.1968
B -2.29376 -1.38259 -0.50025 -1.0938
H 0.41704 -5.28178 3.53894 0.1167
H 1.97564 -4.11550 -1.93670 0.1425
H 3.15866 -3.12188 -1.12691 0.1139
H -2.08821 4.13071 -2.42749 0.0785
H 4.09405 -1.60589 -0.24284 0.1000
H 0.64979 0.38563 3.38809 0.1039
H 0.05208 1.98157 -0.30332 0.0678
H 5.00652 -0.36194 0.59575 0.1431
H 0.92539 -2.96555 -3.44367 0.1605
H -2.72842 1.03914 1.05560 0.0834
H -0.63806 1.27461 1.57160 0.1105
H 2.16711 1.03254 2.78886 0.0799
H -0.44064 -3.29190 -0.14144 0.0906
H -4.85532 4.59030 -0.06497 0.1130
H -0.40491 -1.05545 -5.34183 0.1371
H -3.82841 3.76514 -2.30242 0.1085
H -4.35427 0.64122 2.86547 0.1140
H -1.19879 -4.18658 2.01043 0.1212
H -6.22606 2.22259 3.20407 0.1164
H 3.62738 -0.49994 2.54185 0.0923
H -3.13576 5.06050 -1.34116 0.0951
H -0.76404 1.60797 -5.11940 0.1294
H 0.44683 2.58220 2.02634 0.1461
H 3.66510 0.30952 -1.31756 0.1427
H 2.04206 2.71793 -1.13129 0.1210
H 2.04759 3.35684 0.51022 0.1449
H 3.51487 -2.14789 1.94591 0.0784
H 4.20459 2.17237 -0.19494 0.1465
H 3.56112 -4.56276 0.72726 0.1228
H -6.47428 4.18346 1.72486 0.1161
H 0.28365 2.32398 -2.71550 0.1216
H 2.79337 -5.47681 2.88488 0.1163
H 3.49956 1.53322 1.27361 0.1128
```